<A>
Entry from the OMol25 dataset: a cluster of 2 separate species, C2H4OS2 in total (ωB97M-V/def2-TZVPD).

Structure (ORCA input):
```
! wB97M-V def2-TZVPD RIJCOSX def2/J DEFGRID3
* xyz 0 1
S -2.086 -0.641 0.161
S 1.080 1.181 0.252
O 2.234 -1.102 0.123
C 1.132 -0.409 0.187
C -1.739 0.963 -0.076
H -1.358 1.400 -1.086
H -1.425 1.497 0.832
H 2.017 -1.965 -0.353
H 0.145 -0.922 -0.040
*
```

Output
Structure (SMILES): OC=S.C=S



<B>
Entry from the OMol25 dataset: an isolated molecule of C2H4OS2 (ωB97M-V/def2-TZVPD).

Structure (ORCA input):
```
! wB97M-V def2-TZVPD RIJCOSX def2/J DEFGRID3
* xyz 0 1
S 0.837 -1.954 1.843
S 0.770 -0.550 -0.862
O -0.847 -0.177 -0.670
C 1.513 -1.418 0.478
C -1.139 1.159 -0.313
H -2.077 1.408 -0.806
H 2.550 -1.567 0.220
H -1.248 1.252 0.771
H -0.361 1.847 -0.659
*
```

Output
Structure (SMILES): COSC=S



<C>
Entry from the OMol25 dataset: a cluster of 2 separate species, C2H4OS2 in total (ωB97M-V/def2-TZVPD).

Structure (ORCA input):
```
! wB97M-V def2-TZVPD RIJCOSX def2/J DEFGRID3
* xyz 0 1
S 3.107 -0.704 -1.451
S 1.951 -1.825 -0.540
O 0.455 -2.211 -1.813
C -1.346 0.685 1.125
C -0.537 0.919 0.181
H -0.833 0.944 -0.906
H -1.021 0.618 2.106
H 0.552 1.058 0.335
H -2.328 0.516 0.961
*
```



<D>
Entry from the OMol25 dataset: an isolated molecule of C2H4OS2 (ωB97M-V/def2-TZVPD).

Structure (ORCA input):
```
! wB97M-V def2-TZVPD RIJCOSX def2/J DEFGRID3
* xyz 0 1
S 1.190 0.390 0.414
S 2.533 -0.941 -0.002
O 0.971 1.710 -0.154
C -1.504 -0.063 -0.407
C -0.327 -0.631 -0.091
H -0.166 -1.778 -0.359
H -1.498 1.083 -0.348
H -2.424 -0.397 -0.829
H 1.226 0.627 1.776
*
```

Output
Structure (SMILES): C=C[S@H](=O)=S



Short version: <B> is the most stable of them.



<A>
Entry from the OMol25 dataset: an isolated molecule of C2H4OS2 (ωB97M-V/def2-TZVPD).

Structure (ORCA input):
```
! wB97M-V def2-TZVPD RIJCOSX def2/J DEFGRID3
* xyz 0 1
S -3.351 -0.726 0.107
S -0.967 1.025 0.234
O 0.488 0.822 -0.511
C -1.822 -0.373 -0.295
C 1.514 0.185 0.226
H 1.238 -0.839 0.490
H -1.236 -1.008 -0.952
H 1.755 0.741 1.135
H 2.381 0.172 -0.434
*
```

Output
Structure (SMILES): COSC=S



<B>
Entry from the OMol25 dataset: a cluster of 2 separate species, C2H4OS2 in total (ωB97M-V/def2-TZVPD).

Structure (ORCA input):
```
! wB97M-V def2-TZVPD RIJCOSX def2/J DEFGRID3
* xyz 0 1
S -2.492 -0.084 -1.654
S -1.354 -0.816 -3.025
O 0.063 -0.676 -2.768
C 0.100 0.512 0.931
C 1.098 -0.033 1.537
H 1.393 0.273 2.551
H -0.319 0.200 -0.121
H -0.200 1.398 1.501
H 1.712 -0.773 1.049
*
```



Short version: <A> is the most stable of them.



<A>
Entry from the OMol25 dataset: a cluster of 2 separate species, C5H12N in total (ωB97M-V/def2-TZVPD).

Structure (ORCA input):
```
! wB97M-V def2-TZVPD RIJCOSX def2/J DEFGRID3
* xyz 0 2
N 1.228 0.497 -0.104
C -1.190 0.836 -0.062
C 4.360 -0.574 -0.220
C -2.494 0.538 0.566
C 0.010 0.259 0.333
C -3.260 -0.545 -0.197
H -4.266 -0.693 0.206
H -2.783 -1.528 -0.137
H -3.359 -0.298 -1.255
H 4.409 -0.147 0.786
H -0.084 -0.464 1.145
H 5.119 -1.353 -0.280
H 3.376 -1.026 -0.317
H 4.449 0.240 -0.932
H -2.344 0.190 1.587
H 1.114 0.944 -1.027
H -1.144 1.711 -0.710
H -3.142 1.414 0.619
*
```



<B>
Entry from the OMol25 dataset: an isolated molecule of C5H12N (ωB97M-V/def2-TZVPD).

Structure (ORCA input):
```
! wB97M-V def2-TZVPD RIJCOSX def2/J DEFGRID3
* xyz 0 2
N -1.638 0.104 -2.132
C 0.152 -0.600 -0.701
C 0.961 1.370 1.238
C -1.175 -0.503 -0.898
C 0.789 -0.122 1.752
C 0.739 -1.143 0.570
H 1.700 -0.334 2.309
H -0.981 -0.132 -2.930
H 1.982 1.738 1.167
H 0.599 2.100 1.976
H 0.786 -0.097 -1.412
H 0.475 1.587 0.289
H 0.289 -2.110 0.845
H -1.871 -1.016 -0.226
H -2.523 -0.353 -2.438
H -1.929 1.076 -2.170
H 1.782 -1.426 0.446
H -0.137 -0.140 2.315
*
```



Short version: <A> is the most stable of them.



<A>
Entry from the OMol25 dataset: a cluster of 8 separate species, H16O8 in total (ωB97M-V/def2-TZVPD).

Structure (ORCA input):
```
! wB97M-V def2-TZVPD RIJCOSX def2/J DEFGRID3
* xyz 0 1
O 0.697 0.226 -3.036
O 0.727 -2.821 -1.133
O 0.356 4.152 -2.115
O -3.274 -0.216 2.151
O -2.549 0.790 3.607
O -0.781 -4.138 -0.174
O 3.742 2.604 -1.256
O 1.068 -0.479 1.489
H -1.845 0.814 4.265
H -1.576 -4.683 -0.151
H 0.764 -1.045 0.770
H 3.749 2.413 -0.311
H 1.318 4.147 -2.047
H 4.643 2.411 -1.541
H 0.872 0.414 1.184
H 0.236 -0.614 -2.935
H 0.066 3.609 -1.373
H 1.460 -2.197 -1.073
H 1.281 0.085 -3.789
H -3.359 0.850 4.127
H -1.014 -3.409 -0.759
H -3.171 0.731 2.002
H 0.785 -3.329 -0.316
H -4.195 -0.313 2.415
*
```

Output
Structure (SMILES): O.O.O.O.O.O.O.O



<B>
Entry from the OMol25 dataset: a cluster of 8 separate species, H16O8 in total (ωB97M-V/def2-TZVPD).

Structure (ORCA input):
```
! wB97M-V def2-TZVPD RIJCOSX def2/J DEFGRID3
* xyz 0 1
O -3.200 -0.908 -0.011
O 2.828 2.318 -1.437
O 3.838 -2.408 -0.628
O 0.425 2.871 0.527
O 2.487 -0.901 0.620
O -5.258 -0.183 -0.874
O -0.904 -1.015 -0.110
O -0.173 0.201 1.889
H -5.373 0.594 -0.393
H -0.270 0.393 2.817
H 4.529 -2.575 -0.092
H -0.839 -0.114 0.073
H 0.666 3.704 0.816
H 1.253 2.608 0.107
H -3.826 -1.601 -0.397
H 0.347 0.987 1.570
H 3.141 1.439 -1.707
H -6.202 -0.252 -1.162
H -0.206 -1.452 0.391
H -3.202 -0.094 -0.489
H 2.410 -1.808 0.362
H 1.990 2.384 -1.762
H 3.548 -3.241 -1.060
H 1.687 -0.766 1.116
*
```

Output
Structure (SMILES): O.O.O.O.O.O.O.O



Short version: <B> is the most stable of them.